This record from the Open Molecules 2025 dataset describes C58H65AsMnN2OPSb2 as an isolated structure. The level of theory is the ωB97M-V functional and the def2-TZVPD basis.

Results
E_LUMO (alpha / beta): -1.88 / -1.98 eV
highest occupied orbital energy (alpha / beta): -9.67 / -9.73 eV
frontier orbital gap (alpha / beta): 7.7904 / 7.7504 eV
total charge: +1
spin multiplicity: 6
maximum force: 0.44 eV Å⁻¹
E_tot: -6642.3685 a.u.
energy relative to the best compared isomer or geometry (same formula, charge and spin): 0.000 eV

Geometry (Å):
Mn: 0.3134 0.4485 -0.2408
C: -3.2725 -3.5191 0.6610
Sb: -1.2957 -2.7657 1.0068
C: -1.5078 -2.6078 3.1360
C: -0.3849 -4.7583 1.0198
C: 0.4163 -5.0885 2.2389
C: -0.2085 -5.7903 3.2713
C: 0.4596 -6.1395 4.4307
C: 1.7974 -5.8020 4.5727
C: 2.4370 -5.1232 3.5511
C: 1.7707 -4.7481 2.3838
C: 2.5277 -3.9900 1.3401
Sb: 2.4042 -1.8276 1.5878
C: 4.3551 -1.4468 0.8032
C: 3.0651 -1.8810 3.6189
H: -3.3194 -3.9515 -0.3358
H: -4.0046 -2.7186 0.7357
H: -3.5011 -4.2831 1.4035
H: -1.8575 -3.5534 3.5446
H: -2.2285 -1.8218 3.3637
H: -0.5491 -2.3665 3.5938
H: 0.1843 -4.8726 0.0991
H: -1.2431 -5.4276 0.9550
H: -1.2459 -6.0807 3.1471
H: -0.0550 -6.6861 5.2094
H: 2.3430 -6.0798 5.4641
H: 3.4870 -4.8776 3.6514
H: 2.2102 -4.2453 0.3313
H: 3.5956 -4.1980 1.4163
H: 5.0773 -2.0863 1.3088
H: 4.6039 -0.4020 0.9818
H: 4.3877 -1.6254 -0.2710
H: 3.9984 -2.4402 3.6647
H: 2.3273 -2.3642 4.2554
H: 3.2304 -0.8663 3.9681
C: -4.5216 -0.6290 -3.4248
C: -3.7658 -1.0187 -2.1557
C: -2.6400 -2.0030 -2.3957
C: -2.9951 -3.3060 -2.7322
C: -2.0463 -4.3080 -2.8328
C: -0.7155 -4.0010 -2.6023
C: -0.3088 -2.7027 -2.3102
C: 1.1581 -2.4340 -2.0585
C: 2.1217 -2.9864 -3.1120
C: -1.2801 -1.7020 -2.2168
N: -0.8805 -0.3819 -1.8626
C: -1.2106 0.5804 -2.6775
C: -0.9010 1.9308 -2.4248
C: -1.2168 3.0714 -3.1744
C: -0.7261 4.1516 -2.4492
C: -0.1308 3.6137 -1.3005
N: -0.2264 2.2775 -1.2702
H: -5.3486 0.0409 -3.1928
H: -4.9311 -1.5078 -3.9225
H: -3.8717 -0.1238 -4.1410
H: -4.4676 -1.4922 -1.4617
H: -3.4043 -0.1209 -1.6539
H: -4.0444 -3.5422 -2.8656
H: -2.3414 -5.3212 -3.0693
H: 0.0294 -4.7844 -2.6596
H: 1.4087 -2.8844 -1.0954
H: 1.3436 -1.3604 -1.9401
H: 1.8950 -4.0194 -3.3703
H: 3.1451 -2.9611 -2.7332
H: 2.0907 -2.4058 -4.0347
H: -1.7257 0.3446 -3.6105
H: -1.7474 3.0896 -4.1121
H: -0.7835 5.1957 -2.7066
H: 0.3748 4.1584 -0.5179
C: -0.7410 3.0461 1.9985
P: -0.5888 1.2230 1.9994
C: -2.2987 0.7578 2.3886
C: -2.8832 1.0402 3.6233
C: -4.2253 0.7721 3.8366
C: -5.0021 0.2450 2.8128
C: -4.4362 -0.0070 1.5725
C: -3.0869 0.2407 1.3643
C: 0.4169 0.9584 3.4964
C: 0.0488 0.0987 4.5262
C: 0.8142 0.0226 5.6827
C: 1.9532 0.7996 5.8191
C: 2.3513 1.6279 4.7775
C: 1.5933 1.6989 3.6201
H: -1.1507 3.3755 2.9540
H: -1.4030 3.3413 1.1863
H: 0.2301 3.5147 1.8434
H: -2.2942 1.4748 4.4213
H: -4.6695 0.9859 4.7996
H: -6.0507 0.0410 2.9814
H: -5.0442 -0.3969 0.7671
H: -2.6483 0.0430 0.3893
H: -0.8435 -0.5059 4.4388
H: 0.5124 -0.6442 6.4796
H: 2.5393 0.7499 6.7268
H: 3.2519 2.2207 4.8682
H: 1.9147 2.3528 2.8166
O: 2.2740 0.5799 -0.9043
As: 3.1817 1.3659 -2.0658
C: 2.6889 1.1208 -3.8964
C: 1.5297 0.4634 -4.2731
C: 1.2015 0.3563 -5.6180
C: 2.0324 0.9099 -6.5789
C: 3.1994 1.5643 -6.2017
C: 3.5326 1.6709 -4.8617
C: 4.9829 0.7118 -1.9521
C: 5.4009 -0.2949 -2.8166
C: 6.6705 -0.8388 -2.6841
C: 7.5227 -0.3782 -1.6927
C: 7.1075 0.6250 -0.8280
C: 5.8385 1.1670 -0.9525
C: 3.1492 3.2471 -1.7201
C: 3.3600 3.6885 -0.4146
C: 3.3278 5.0425 -0.1299
C: 3.0741 5.9577 -1.1452
C: 2.8364 5.5158 -2.4356
C: 2.8672 4.1585 -2.7275
H: 0.8966 0.0100 -3.5229
H: 0.2997 -0.1662 -5.9092
H: 1.7765 0.8268 -7.6264
H: 3.8515 1.9892 -6.9524
H: 4.4454 2.1817 -4.5757
H: 4.7402 -0.6651 -3.5914
H: 6.9923 -1.6211 -3.3574
H: 8.5141 -0.7997 -1.5942
H: 7.7727 0.9848 -0.0548
H: 5.5308 1.9480 -0.2710
H: 3.5074 2.9771 0.3900
H: 3.4928 5.3852 0.8827
H: 3.0505 7.0159 -0.9236
H: 2.6105 6.2252 -3.2198
H: 2.6498 3.8237 -3.7336